No. 1
DFT (the ωB97M-V functional and the def2-TZVPD basis) results for a molecular structure, C41H67BBr2ClN15O3P at a distorted geometry.

Geometry as XYZ:
```
131
C41H67BBr2ClN15O3P (the ωB97M-V functional and the def2-TZVPD basis)
C -3.032 3.502 2.794
C -3.241 3.449 1.195
O -2.021 2.957 0.652
B -2.202 2.162 -0.586
P -3.208 3.337 -1.769
C -3.161 2.762 -3.568
C -1.834 3.174 -4.363
C -2.352 5.043 -1.688
C -0.774 4.963 -1.557
O -1.006 1.697 -1.313
C -1.029 0.252 -1.429
C -1.763 -0.054 -0.010
Cl -0.375 0.288 1.169
C -2.149 -1.551 0.319
Br -2.616 -1.585 2.291
C -3.428 -2.110 -0.477
C -3.422 -3.715 -0.296
Br -5.048 -1.397 0.480
O -2.802 0.883 -0.133
H -2.617 4.527 3.018
H -2.299 2.700 3.116
H -4.047 3.357 3.258
H -4.146 2.817 0.976
H -3.497 4.507 0.886
H -4.004 3.311 -4.094
H -3.402 1.657 -3.686
H -1.760 4.306 -4.330
H -0.936 2.742 -3.835
H -1.836 2.812 -5.435
H -2.602 5.611 -2.637
H -2.742 5.670 -0.832
H -0.316 6.008 -1.629
H -0.281 4.361 -2.381
H -0.406 4.530 -0.589
H -1.695 0.109 -2.343
H -0.034 -0.247 -1.594
H -1.222 -2.175 0.232
H -3.436 -1.815 -1.569
H -4.280 -3.964 0.397
H -2.485 -4.073 0.228
H -3.612 -4.264 -1.261
C 0.711 -5.299 1.754
C 0.331 -5.079 0.338
N 0.032 -4.896 -0.757
H 0.118 -6.089 2.205
H 1.752 -5.583 1.844
H 0.559 -4.409 2.341
C -4.530 8.241 -4.983
C -4.412 6.847 -4.560
N -4.321 5.752 -4.226
H -3.693 8.538 -5.617
H -5.446 8.410 -5.552
H -4.546 8.918 -4.127
C -8.728 -3.584 -0.742
C -7.552 -4.440 -0.876
N -6.626 -5.111 -0.981
H -8.648 -2.930 0.128
H -8.860 -2.946 -1.618
H -9.640 -4.173 -0.626
C 3.284 0.312 1.502
C 4.074 -0.526 2.401
N 4.697 -1.186 3.109
H 2.215 0.215 1.699
H 3.540 1.368 1.606
H 3.444 0.043 0.457
C 5.064 3.444 3.609
C 4.680 3.634 2.212
N 4.377 3.784 1.114
H 4.477 2.654 4.081
H 6.116 3.166 3.700
H 4.916 4.354 4.192
C -3.317 -0.746 5.611
C -3.863 0.314 6.456
N -4.293 1.145 7.123
H -2.528 -1.301 6.123
H -4.084 -1.465 5.325
H -2.886 -0.346 4.690
C 5.378 6.542 -0.001
C 6.112 7.780 0.252
N 6.690 8.754 0.452
H 4.310 6.725 -0.110
H 5.718 6.055 -0.915
H 5.503 5.828 0.812
C 5.046 9.366 -3.839
C 4.511 8.223 -3.103
N 4.090 7.325 -2.524
H 6.137 9.356 -3.855
H 4.704 9.370 -4.875
H 4.736 10.311 -3.389
C -4.530 -7.421 1.400
C -3.104 -7.109 1.470
N -1.983 -6.860 1.521
H -4.775 -8.307 1.990
H -5.137 -6.598 1.780
H -4.847 -7.613 0.374
C -8.085 -0.826 6.678
C -6.917 -1.688 6.523
N -5.995 -2.362 6.403
H -7.990 -0.177 7.550
H -8.226 -0.184 5.808
H -8.999 -1.410 6.805
C 4.382 -0.969 -3.183
C 3.837 0.134 -2.396
N 3.405 0.990 -1.764
H 5.154 -1.499 -2.636
H 3.611 -1.696 -3.443
H 4.827 -0.618 -4.116
C 5.661 -3.790 0.261
C 5.319 -3.649 -1.154
N 5.040 -3.532 -2.263
H 5.049 -4.552 0.746
H 6.705 -4.076 0.394
H 5.507 -2.855 0.805
C 2.073 -5.666 6.175
C 1.703 -5.437 4.780
N 1.408 -5.256 3.677
H 1.475 -6.463 6.622
H 3.122 -5.954 6.268
H 1.926 -4.770 6.780
C 4.970 -4.806 -5.508
C 4.616 -4.658 -6.919
N 4.339 -4.542 -8.028
H 4.362 -5.570 -5.020
H 6.019 -5.095 -5.383
H 4.824 -3.875 -4.958
C 8.285 -5.790 -1.790
C 7.933 -5.642 -3.201
N 7.658 -5.526 -4.309
H 7.677 -6.555 -1.303
H 9.330 -6.079 -1.665
H 8.137 -4.860 -1.240
```

lowest unoccupied orbital energy = 1.48 eV
molecular weight = 1055.136 g mol⁻¹
energy = -234665.264 eV
orbital gap = 0.163 Eh
net charge = -1

No. 2
DFT (the ωB97M-V functional and the def2-TZVPD basis) results for 10 unconnected molecules or ions with the total composition C41H67Br2Cl18N2O6P at a distorted geometry.

Geometry as XYZ:
```
137
C41H67Br2Cl18N2O6P (the ωB97M-V functional and the def2-TZVPD basis)
C 5.157 -2.250 -3.546
C 4.526 -1.195 -3.052
C 3.275 -1.294 -2.252
C 1.998 -1.261 -2.897
C 1.872 -1.107 -4.392
C 2.711 0.011 -5.012
C 2.675 1.300 -4.225
Br 2.059 0.301 -6.843
C 0.851 -1.416 -2.117
C -0.532 -1.441 -2.712
C -1.202 -0.097 -2.620
O -0.655 0.868 -2.229
Br -3.069 0.042 -3.146
C 0.950 -1.588 -0.709
N -0.195 -1.721 0.026
C -0.047 -1.906 1.303
O -1.110 -2.014 2.111
C -2.104 -2.990 1.754
C -3.420 -2.301 1.444
C -3.696 -2.188 -0.064
O -4.484 -2.965 2.122
C 1.234 -1.977 1.900
P 1.361 -2.289 3.684
O 1.018 -1.140 4.511
O 0.343 -3.496 4.016
O 2.808 -2.890 3.984
N 2.353 -1.826 1.248
C 2.207 -1.620 -0.088
C 3.387 -1.469 -0.882
C 4.698 -1.558 -0.145
C 5.013 -0.329 0.730
C 6.071 0.638 0.185
C 5.626 2.115 0.133
C 5.257 2.614 -1.286
H 6.164 -2.131 -3.914
H 4.670 -3.209 -3.624
H 4.925 -0.216 -3.275
H 2.191 -2.052 -4.832
H 0.860 -0.955 -4.724
H 3.713 -0.358 -5.150
H 3.422 1.324 -3.443
H 2.937 2.107 -4.898
H 1.679 1.502 -3.847
H -1.136 -2.123 -2.121
H -0.552 -1.843 -3.714
H -2.256 -3.618 2.627
H -1.769 -3.629 0.943
H -3.362 -1.294 1.848
H -3.016 -2.799 -0.646
H -4.707 -2.539 -0.243
H -3.636 -1.161 -0.400
H -5.151 -2.282 2.268
H 0.688 -4.334 3.688
H 2.935 -3.675 3.434
H 4.565 -2.406 0.518
H 5.509 -1.814 -0.810
H 4.085 0.216 0.869
H 5.314 -0.672 1.714
H 6.966 0.636 0.797
H 6.381 0.351 -0.816
H 4.761 2.269 0.767
H 6.466 2.722 0.444
H 5.584 1.903 -2.042
H 4.192 2.765 -1.417
H 5.803 3.536 -1.436
Cl -5.608 0.700 2.467
C -6.977 0.711 1.316
C -7.929 -0.423 1.572
Cl -7.199 -2.002 1.183
H -6.567 0.673 0.309
H -7.497 1.660 1.440
H -8.811 -0.313 0.943
H -8.249 -0.449 2.611
Cl -5.036 -3.719 -3.595
C -6.591 -3.988 -2.774
C -7.586 -2.875 -2.976
Cl -7.082 -1.373 -2.164
H -6.374 -4.131 -1.718
H -7.003 -4.914 -3.171
H -8.538 -3.175 -2.542
H -7.742 -2.646 -4.026
Cl -2.550 -3.671 -5.928
C -1.472 -4.971 -6.491
C -1.038 -5.872 -5.363
Cl 0.055 -5.057 -4.216
H -0.624 -4.511 -6.992
H -2.030 -5.554 -7.222
H -0.495 -6.725 -5.765
H -1.893 -6.238 -4.801
Cl 0.781 2.502 2.668
C 0.544 2.068 4.384
C -0.626 2.791 4.992
Cl -0.322 4.547 5.164
H 1.467 2.285 4.915
H 0.375 0.994 4.416
H -0.818 2.404 5.990
H -1.524 2.664 4.393
Cl -8.743 6.614 1.794
C -7.418 5.442 2.037
C -7.042 4.738 0.762
Cl -8.325 3.625 0.206
H -7.730 4.739 2.803
H -6.557 5.995 2.408
H -6.150 4.134 0.929
H -6.837 5.440 -0.040
Cl -6.258 4.409 5.353
C -4.699 5.178 5.748
C -4.491 6.474 5.009
Cl -4.251 6.227 3.258
H -3.908 4.466 5.526
H -4.704 5.368 6.820
H -3.594 6.964 5.383
H -5.332 7.151 5.139
Cl -3.062 -3.175 5.542
C -1.715 -3.118 6.706
C -1.813 -4.202 7.747
Cl -3.179 -3.950 8.866
H -1.707 -2.131 7.161
H -0.799 -3.238 6.133
H -0.907 -4.211 8.351
H -1.933 -5.181 7.289
Cl 5.249 4.859 -4.592
C 4.666 6.443 -4.022
C 5.256 6.803 -2.686
Cl 4.644 5.780 -1.360
H 3.580 6.415 -3.986
H 4.970 7.178 -4.765
H 4.996 7.830 -2.434
H 6.340 6.717 -2.702
Cl 8.924 1.751 -1.099
C 10.072 0.405 -0.905
C 10.474 -0.188 -2.229
Cl 9.122 -1.048 -3.014
H 9.610 -0.339 -0.260
H 10.948 0.804 -0.397
H 11.269 -0.917 -2.078
H 10.830 0.575 -2.915
```

lowest unoccupied orbital energy = -0.64 eV
molecular weight = 1512.931 g mol⁻¹
energy = -433651.062 eV
SMILES string = C=Cc1c(C[C@H](C)Br)c(CC(=O)Br)c2nc(OC[C@@H](C)O)c(P(=O)(O)O)nc2c1CCCCC.ClCCCl.ClCCCl.ClCCCl.ClCCCl.ClCCCl.ClCCCl.ClCCCl.ClCCCl.ClCCCl
orbital gap = 0.299 Eh
net charge = 0

Which value of orbital gap does entry 1 give? 0.163 Eh